Formula: C9H12ClN2PS
Source: the OMol25 dataset
Level of theory: ωB97M-V/def2-TZVPD

CARTESIAN COORDINATES (ANGSTROEM)
C1 3.35407 2.08102 0.01705
C2 3.35250 0.91657 -0.73295
C3 2.18235 2.51425 0.61235
C4 2.18826 0.18704 -0.87670
C5 1.01067 1.79037 0.46122
C6 1.00820 0.61826 -0.27992
C7 -1.80000 -3.52007 -0.20797
C8 -1.26421 -0.26613 1.63752
C9 -0.23523 -0.21151 -0.51015
N1 -2.39693 -3.45014 -1.30161
N2 -1.30548 0.06702 0.41106
P1 -3.01307 0.42005 -0.41121
S1 -4.25714 0.71471 1.05451
Cl1 -2.39561 2.24533 -1.09108
H1 4.26426 2.64915 0.13365
H2 4.26025 0.57245 -1.20621
H3 2.17605 3.42381 1.19480
H4 2.18349 -0.72327 -1.45761
H5 0.09845 2.14730 0.91801
H6 -0.83875 -4.02210 -0.18754
H7 -2.14780 -3.12244 0.75451
H8 -0.41125 -0.76211 2.07749
H9 -2.12190 -0.01254 2.25177
H10 -0.62278 -0.00719 -1.51499
H11 0.03085 -1.27398 -0.45949
H12 -3.29923 -2.97586 -1.28651

Results
**Energy**: -45153.92251 eV
**Energy above the lowest of the compared OMol25 structures with the same formula, charge and spin**: 0.0 kcal/mol

Here are the Löwdin charges for atoms 1 to 8, given in e: C -0.0865; C -0.0797; C -0.0735; C -0.0455; C -0.0501; C -0.2148; C -0.1804; C 0.0189